# 1
C2H5ClN2 | the ωB97M-V functional and the def2-TZVPD basis

Geometry as XYZ:
```
10
Properties=species:S:1:pos:R:3:lowdin_charge:R:1
C 0.29 -0.66 -0.73 -0.227
C 0.62 0.33 0.61 -0.334
N -0.79 -1.17 -0.93 0.097
N -0.49 0.81 1.35 -0.457
Cl -1.17 2.19 0.47 0.501
H 1.15 -0.73 -1.43 0.102
H 1.21 -0.29 1.21 0.066
H 1.30 1.12 -0.01 0.136
H -0.82 -1.69 -1.74 0.016
H -1.31 0.08 1.20 0.099
```

Output
E_tot: -648.812510 hartree
HOMO: -9.38 eV
Gap between HOMO and LUMO: 10.33 eV
Relative energy (zero: lowest compared OMol25 entry of this formula, charge and spin): 2.487 eV

=====

# 2
C42H38IN5OPSn | the ωB97M-V functional and the def2-TZVPD basis

Geometry as XYZ:
```
89
Properties=species:S:1:pos:R:3:lowdin_charge:R:1
Sn -2.78 -0.16 -2.16 1.329
C -0.51 0.97 -5.90 0.006
C -0.99 0.23 -4.73 -0.237
N -1.59 0.80 -3.75 -0.115
N -1.78 2.18 -3.87 0.085
C -2.78 2.60 -3.12 -0.413
O -3.49 1.70 -2.47 -0.330
C -3.11 4.06 -3.08 -0.144
C -2.36 4.98 -3.80 -0.038
C -2.72 6.30 -3.78 -0.066
C -3.87 6.75 -3.14 -0.057
C -4.66 5.86 -2.45 -0.057
C -4.32 4.49 -2.42 0.015
C -0.86 -1.26 -4.61 -0.226
C 0.07 -2.05 -5.26 0.016
C -0.01 -3.43 -5.11 -0.014
C -1.05 -3.98 -4.37 -0.031
C -1.87 -3.13 -3.65 -0.129
N -1.80 -1.82 -3.85 -0.037
H -1.37 1.37 -6.49 0.135
H 0.00 1.90 -5.60 0.105
H 0.14 0.40 -6.53 0.072
H -1.50 4.57 -4.37 0.122
H -2.16 6.98 -4.41 0.113
H -4.14 7.80 -3.27 0.125
H -5.55 6.18 -1.99 0.095
H -4.97 3.77 -1.95 0.108
H 0.85 -1.60 -5.87 0.127
H 0.67 -4.12 -5.62 0.131
H -1.20 -5.08 -4.29 0.137
H -2.63 -3.45 -2.97 0.114
I -0.17 1.60 0.41 1.043
C -0.77 2.98 1.84 -0.604
C -1.04 4.25 1.40 -0.114
C -1.37 5.28 2.31 -0.025
C -1.43 4.98 3.62 -0.004
C -1.22 3.68 4.13 -0.131
C -1.49 3.34 5.48 0.018
C -1.31 2.11 6.01 -0.015
C -0.78 1.11 5.14 -0.059
C -0.57 1.31 3.79 -0.314
P 0.51 0.07 3.15 1.098
C 0.30 -1.57 3.05 -0.291
C -0.96 -2.31 3.13 -0.072
C -0.98 -3.58 3.59 -0.026
C 0.24 -4.30 4.01 -0.021
C 1.45 -3.72 3.78 -0.042
C 1.56 -2.45 3.02 -0.185
C 2.14 0.56 2.81 -0.340
C 2.94 -0.16 1.91 -0.230
C 4.18 0.32 1.59 0.007
C 4.67 1.47 2.16 -0.018
C 3.94 2.16 3.09 -0.011
C 2.65 1.71 3.40 -0.029
C -0.83 2.62 3.24 -0.193
H -1.09 4.49 0.38 0.087
H -1.59 6.29 2.02 0.129
H -1.70 5.76 4.31 0.134
H -1.87 4.09 6.14 0.130
H -1.55 1.84 7.02 0.128
H -0.47 0.13 5.60 0.132
H -1.86 -1.73 2.95 0.115
H -1.93 -4.05 3.69 0.112
H 0.15 -5.26 4.48 0.120
H 2.35 -4.20 4.07 0.120
H 2.36 -1.90 3.55 0.159
H 2.89 -1.26 0.21 0.132
H 4.77 -0.21 0.84 0.137
H 5.63 1.87 1.90 0.127
H 4.28 3.11 3.44 0.123
H 2.00 2.33 4.06 0.138
N 2.54 -1.31 1.15 0.144
C 2.17 -2.50 1.59 -0.148
N 2.35 -3.56 0.82 0.032
C 3.23 -3.54 -0.41 -0.080
C 2.42 -3.73 -1.72 -0.151
C 1.34 -4.79 -1.51 -0.178
C 1.70 -5.72 -0.31 -0.152
C 1.70 -4.91 1.00 -0.096
H 3.94 -4.36 -0.28 0.144
H 3.80 -2.59 -0.43 0.118
H 3.17 -4.08 -2.43 0.127
H 2.01 -2.79 -2.07 0.101
H 1.19 -5.36 -2.44 0.120
H 0.36 -4.34 -1.21 0.114
H 2.61 -6.28 -0.42 0.114
H 0.95 -6.53 -0.21 0.139
H 2.17 -5.47 1.80 0.130
H 0.68 -4.70 1.29 0.115
```

Output
E_tot: -2824.709220 hartree
HOMO: -14.70 eV
Charge: +3
Gap between HOMO and LUMO: 5.97 eV

=====

# 3
C11H9Cl28FO2S | the ωB97M-V functional and the def2-TZVPD basis

Geometry as XYZ:
```
52
Properties=species:S:1:pos:R:3:lowdin_charge:R:1
C 4.13 4.12 2.30 -0.114
O 3.47 4.24 1.05 -0.223
C 3.94 3.26 0.13 -0.252
C 3.11 1.95 0.37 -0.621
S 1.29 2.29 0.35 0.764
O 3.36 1.02 -0.68 -0.134
C 4.33 0.08 -0.35 -0.243
F 5.53 0.43 -0.93 -0.019
H 3.73 3.29 2.93 0.089
H 4.04 5.10 2.82 0.096
H 5.22 3.91 2.18 0.094
H 5.01 3.01 0.29 0.126
H 3.85 3.63 -0.92 0.042
H 3.35 1.57 1.38 0.105
H 0.95 2.30 1.68 -0.109
H 4.02 -0.90 -0.76 0.139
H 4.49 -0.05 0.74 0.137
C -2.11 -0.22 0.21 -1.991
Cl -2.11 1.55 0.21 0.494
Cl -3.65 -0.81 -0.45 0.520
Cl -0.77 -0.81 -0.79 0.461
Cl -1.91 -0.80 1.87 0.503
C -3.42 3.88 -3.42 -2.030
Cl -4.59 3.72 -4.74 0.520
Cl -1.95 4.67 -4.02 0.521
Cl -4.12 4.87 -2.12 0.520
Cl -3.02 2.28 -2.78 0.471
C 4.81 4.82 -3.74 -2.020
Cl 3.61 4.67 -5.02 0.521
Cl 6.27 5.59 -4.39 0.521
Cl 4.15 5.83 -2.43 0.549
Cl 5.21 3.22 -3.11 0.561
C 0.04 -4.59 1.51 -2.007
Cl 0.39 -4.97 3.21 0.529
Cl 0.80 -5.80 0.47 0.527
Cl -1.72 -4.64 1.26 0.480
Cl 0.69 -2.99 1.12 0.490
C -5.48 -3.11 3.48 -2.018
Cl -5.62 -1.34 3.49 0.525
Cl -6.95 -3.81 2.78 0.519
Cl -4.08 -3.59 2.51 0.426
Cl -5.28 -3.69 5.14 0.511
C -0.81 -0.60 -4.76 -2.022
Cl -2.28 -0.81 -3.79 0.475
Cl -1.11 0.61 -6.02 0.523
Cl 0.52 -0.05 -3.72 0.506
Cl -0.38 -2.15 -5.51 0.526
C -5.80 -8.04 4.19 -2.031
Cl -6.74 -7.48 5.59 0.517
Cl -6.89 -8.74 2.99 0.521
Cl -4.94 -6.67 3.48 0.485
Cl -4.63 -9.27 4.71 0.521
```

Output
E_tot: -13958.300757 hartree
HOMO: -9.27 eV
Gap between HOMO and LUMO: 9.26 eV
Relative energy (zero: lowest compared OMol25 entry of this formula, charge and spin): 0.371 eV

=====

Question: Which of these has the lowest gap between HOMO and LUMO?
Answer: C42H38IN5OPSn